# 1
The following is a quantum chemistry calculation of C3H2CrLiO3 as an isolated structure, from the OMol25 dataset.

Geometry as XYZ:
```
10
Properties=species:S:1:pos:R:3
C 0.280 -0.215 -1.501
C 0.234 0.119 -0.076
O -0.348 -0.872 0.703
C -1.150 -0.489 1.733
O -1.176 0.707 2.054
O 1.075 0.205 -2.304
Cr -1.390 -0.721 3.687
H 1.169 0.531 0.327
H -0.670 0.798 -0.686
Li 1.974 -0.063 -3.936
```

Summary:
HOMO energy (alpha / beta) (eV): -16.576 / -18.544
LUMO level (alpha / beta) (eV): -9.467 / -8.617
Spin multiplicity: 6
Net charge: +2
F_max (eV/Å): 3.41
ΔE to the lowest compared entry with this formula, charge and spin (kJ/mol): 0.0


# 2
The following is a quantum chemistry calculation of C3H2CsLiO2 as an isolated structure, from the OMol25 dataset.

Geometry as XYZ:
```
9
Properties=species:S:1:pos:R:3
C 1.052 -0.972 1.779
C 1.087 -1.498 0.658
H 1.095 -1.267 2.823
H 0.902 -2.374 0.048
O -0.054 -0.312 -1.345
C -0.116 0.843 -1.759
O -0.617 1.858 -1.227
Cs -2.377 0.334 1.254
Li -0.971 3.387 -2.229
```

Summary:
HOMO energy (alpha / beta) (eV): -10.394 / -12.850
LUMO level (alpha / beta) (eV): -3.906 / -4.127
Spin multiplicity: 2
Net charge: +1
F_max (eV/Å): 3.45
ΔE to the lowest compared entry with this formula, charge and spin (kJ/mol): 85.1


# 3
The following is a quantum chemistry calculation of C3H2ErFO3 as an isolated structure, from the OMol25 dataset.

Geometry as XYZ:
```
10
Properties=species:S:1:pos:R:3
O -1.481 0.828 0.624
C -1.208 0.350 -0.527
C -0.276 -0.695 -0.656
H -1.478 0.912 -1.433
H -0.021 -1.189 -1.590
F -0.449 -1.599 0.406
Er -0.684 -0.219 2.553
O 2.309 0.924 -0.759
O 1.588 0.310 1.291
C 1.701 0.377 0.091
```

Summary:
HOMO energy (alpha / beta) (eV): -9.931 / -11.827
LUMO level (alpha / beta) (eV): -5.653 / -6.376
Spin multiplicity: 5
Net charge: +1
F_max (eV/Å): 2.59


# 4
The following is a quantum chemistry calculation of a 2-piece molecular cluster, C3H2F2 overall, from the OMol25 dataset.

Geometry as XYZ:
```
7
Properties=species:S:1:pos:R:3
C -2.257 0.049 -0.667
C -1.204 0.158 -0.137
C 1.404 -0.021 0.508
F 1.840 1.070 -0.072
F 1.849 -1.065 -0.132
H -3.233 0.011 -1.163
H 1.601 -0.203 1.663
```

Summary:
HOMO energy (alpha / beta) (eV): -10.132 / -9.895
LUMO level (alpha / beta) (eV): -1.184 / -2.002
F_max (eV/Å): 4.64
ΔE to the lowest compared entry with this formula, charge and spin (kJ/mol): 467.0